Entry from the OMol25 dataset: one molecule with the formula C4H6N2 (ωB97M-V with the def2-TZVPD basis set).

Output
total charge = 0
energy = -265.4516 Eh
relative energy (zero: lowest compared OMol25 entry of this formula, charge and spin) = 52.7 kcal/mol
HOMO-LUMO gap = 11.086 eV
structure (SMILES) = CN1C[C@H]1C#N

Last column: Mulliken charge in e.
Geometry (Å):
C 0.958 0.544 1.076  -0.7862
N 0.376 -0.596 0.385  -0.3013
C 0.471 -0.653 -1.059  -0.1125
C -0.777 -0.207 -0.382  0.1275
C -2.126 -0.706 -0.215  -0.1612
N -3.275 -0.616 -0.107  -0.4476
H 0.485 0.615 2.062  0.2766
H 0.760 1.482 0.530  0.3256
H 2.035 0.419 1.197  0.2877
H 0.621 -1.637 -1.496  0.2479
H 0.943 0.175 -1.590  0.2590
H -0.917 0.870 -0.465  0.2844

Forces on atoms 1 to 3 (eV/Å):
C 0.14 0.14 0.09
N -0.15 0.06 0.06
C -0.04 0.03 -0.21

Entry from the OMol25 dataset: a 2-piece molecular cluster, BrH2IO2Si overall (ωB97M-V with the def2-TZVPD basis set).

Output
total charge = 0
energy = -3312.9634 Eh
relative energy (zero: lowest compared OMol25 entry of this formula, charge and spin) = 64.3 kcal/mol
HOMO-LUMO gap = 9.466 eV
structure (SMILES) = O=[Si](O)I.Br

Last column: Mulliken charge in e.
Geometry (Å):
O -0.995 -0.292 -2.264  -0.5124
Si -1.091 0.999 -3.059  0.6008
O -0.682 1.671 -4.454  -0.4125
I -1.756 3.016 -1.850  -0.0214
H -0.248 1.239 -5.194  0.3466
Br -1.689 -0.440 2.856  -0.1924
H -1.248 -1.719 3.165  0.1913

Forces on atoms 1 to 3 (eV/Å):
O 0.03 0.12 -1.01
Si -0.12 0.88 1.79
O 0.11 -0.31 -0.54

Entry from the OMol25 dataset: a 2-piece molecular cluster, C2H8IN2 overall (ωB97M-V with the def2-TZVPD basis set).

Output
total charge = +1
energy = -487.8648 Eh
relative energy (zero: lowest compared OMol25 entry of this formula, charge and spin) = 61.6 kcal/mol
HOMO-LUMO gap = 7.827 eV

Last column: Mulliken charge in e.
Geometry (Å):
C -0.198 0.394 -1.873  -0.2621
C -0.342 -0.479 0.789  -0.7391
N 0.001 1.643 -1.572  -0.2230
N 0.464 -1.419 1.637  -0.3746
I -0.156 1.514 1.579  -0.0103
H 0.648 -0.251 -2.033  0.3061
H -1.193 0.022 -2.034  0.3360
H -1.388 -0.776 0.887  0.3311
H 0.437 -2.352 1.207  0.3617
H -0.767 2.290 -1.442  0.2908
H 1.439 -1.090 1.679  0.3596
H 0.938 2.002 -1.432  0.2729
H 0.119 -1.499 2.608  0.3510

Forces on atoms 1 to 3 (eV/Å):
C 0.35 0.45 1.20
C -0.30 0.73 -1.18
N -0.09 -0.56 -0.69

Entry from the OMol25 dataset: one molecule with the formula C15H23N3O4 (ωB97M-V with the def2-TZVPD basis set).

Output
total charge = 0
energy = -1050.4803 Eh
relative energy (zero: lowest compared OMol25 entry of this formula, charge and spin) = 126.1 kcal/mol
HOMO-LUMO gap = 8.610 eV
structure (SMILES) = NCCCC[C@H](NC(=O)[C@@H](N)Cc1ccc(O)cc1)C(=O)O

Last column: Mulliken charge in e.
Geometry (Å):
N -2.451 -0.696 -5.779  -0.6635
C -1.322 -0.605 -4.848  -0.3139
C -1.547 -1.395 -3.472  -0.8463
C -0.302 -0.947 -2.608  -0.3033
C 0.411 0.431 -2.959  -1.1210
C 1.246 1.179 -1.997  0.6365
N 0.347 1.649 -0.847  -0.1314
C 0.749 1.506 0.461  -0.2030
O 0.983 2.457 1.183  -0.6433
C 1.013 0.110 1.109  0.6100
N 2.036 -0.582 0.405  -0.5248
C 1.081 0.319 2.764  -1.4378
C -0.093 -0.095 3.771  0.4631
C -0.164 0.735 4.886  -0.6967
C -0.756 0.228 6.092  -0.6883
C -1.276 -1.084 6.087  0.9822
O -1.792 -1.665 7.121  -0.5247
C -1.196 -1.894 4.951  -0.6805
C -0.632 -1.372 3.802  -0.3435
C 1.728 2.395 -2.679  -0.0374
O 1.119 3.311 -3.138  -0.5146
O 3.019 1.941 -3.193  -0.4972
H -2.205 -1.398 -6.550  0.2705
H -3.172 -1.020 -5.254  0.2754
H -1.170 0.496 -4.695  0.1775
H -0.415 -0.954 -5.269  0.3839
H -1.522 -2.519 -3.392  0.3051
H -2.422 -1.182 -2.824  0.3319
H 0.335 -1.829 -2.606  0.4156
H -0.683 -0.808 -1.579  0.0338
H -0.463 1.127 -3.019  0.2948
H 1.030 0.358 -3.861  0.5308
H 2.080 0.641 -1.607  0.4241
H -0.254 2.464 -1.141  0.3400
H 0.198 -0.627 0.978  0.1852
H 1.813 -1.476 0.029  0.1975
H 2.826 -0.049 0.086  0.2685
H 1.982 -0.081 3.125  0.5336
H 1.327 1.340 2.869  0.5099
H 0.167 1.770 4.840  0.3634
H -0.904 0.887 6.959  0.2265
H -1.830 -0.894 7.797  0.3009
H -1.582 -2.902 4.915  0.3871
H -0.577 -1.943 2.895  0.3594
H 3.240 2.672 -3.808  0.3640

Forces on atoms 1 to 3 (eV/Å):
N 3.40 -0.57 -3.27
C -2.03 0.25 1.19
C 1.58 1.19 0.68

Entry from the OMol25 dataset: a 2-piece molecular cluster, CH5NO2 overall (ωB97M-V with the def2-TZVPD basis set).

Output
total charge = 0
energy = -246.1280 Eh
relative energy (zero: lowest compared OMol25 entry of this formula, charge and spin) = 143.6 kcal/mol
HOMO-LUMO gap (spin up / spin down) = 10.013 / 9.423 eV

Last column: Mulliken charge in e.
Geometry (Å):
C -1.585 -0.238 -0.008  -0.6954
N 2.110 0.153 -0.006  -0.1977
O -0.474 0.610 -0.214  -0.3285
O 1.024 -0.441 -0.205  -0.2320
H -1.715 -0.768 0.945  0.2672
H -1.749 -0.818 -0.886  0.2842
H -2.506 0.237 0.048  0.3519
H 2.395 0.368 1.041  0.2725
H 2.499 0.896 -0.714  0.2778

Forces on atoms 1 to 3 (eV/Å):
C 1.52 -0.45 0.02
N 2.06 2.74 1.55
O -0.68 0.14 0.98

Entry from the OMol25 dataset: C22H30GeIN4O2SZr as an isolated structure (ωB97M-V with the def2-TZVPD basis set).

Output
total charge = +1
energy = -4045.4549 Eh
HOMO-LUMO gap = 8.034 eV

Last column: Mulliken charge in e.
Geometry (Å):
Zr -12.067 -9.555 0.565  0.5875
C -7.265 -9.812 0.491  -1.3331
C -7.930 -9.222 -0.687  0.5250
C -8.868 -9.949 -1.425  0.2243
C -9.356 -9.467 -2.641  -0.9342
C -9.039 -8.186 -3.075  -0.3404
C -8.083 -7.473 -2.371  -0.7077
C -7.549 -7.973 -1.163  -0.5187
H -7.166 -10.888 0.329  0.3340
H -7.779 -9.655 1.436  0.2756
H -6.309 -9.363 0.621  0.4528
H -9.076 -10.984 -1.115  0.0819
H -10.105 -10.033 -3.152  0.7722
H -9.529 -7.805 -3.959  0.4576
H -7.841 -6.437 -2.692  0.3263
H -6.760 -7.465 -0.668  0.4495
N -19.626 -11.710 1.261  -0.5265
C -18.350 -11.247 1.545  1.2197
C -17.924 -11.209 2.869  -0.7410
C -16.675 -10.740 3.190  -0.6663
C -15.844 -10.280 2.170  -0.3797
C -16.327 -10.289 0.865  -0.2977
C -17.570 -10.770 0.528  -0.9004
S -14.222 -9.910 2.481  1.6086
O -13.829 -8.761 1.538  -0.7306
O -13.958 -9.747 3.859  -0.6450
N -13.275 -10.992 1.698  -0.1222
C -12.181 -11.768 2.066  0.6957
N -12.165 -12.528 3.139  -0.5605
C -11.087 -13.228 3.364  -0.2464
C -9.979 -13.259 2.484  -0.7467
C -10.072 -12.487 1.348  -0.1216
N -11.162 -11.703 1.149  0.0451
H -20.071 -12.115 2.076  0.2340
H -19.687 -12.202 0.391  0.2371
H -18.553 -11.619 3.712  0.1836
H -16.370 -10.816 4.199  0.5122
H -15.681 -9.894 0.123  0.5154
H -17.855 -10.743 -0.516  0.4818
H -10.939 -13.812 4.276  0.3961
H -9.108 -13.925 2.608  0.3740
H -9.350 -12.458 0.552  0.4916
C -12.816 -11.453 -4.253  -1.2828
Ge -13.370 -11.170 -2.318  0.6101
C -12.869 -12.774 -1.442  -1.0900
C -15.334 -11.019 -2.294  -1.5069
C -12.602 -9.562 -1.580  -1.3328
H -13.028 -12.472 -4.561  0.3868
H -11.736 -11.262 -4.443  0.3249
H -13.323 -10.770 -4.960  0.3766
H -13.488 -13.529 -1.890  0.4835
H -13.118 -12.762 -0.405  0.3447
H -11.783 -12.912 -1.642  0.2308
H -15.738 -11.160 -3.328  0.4304
H -15.727 -10.118 -1.905  0.5159
H -15.841 -11.788 -1.643  0.3775
H -13.420 -8.848 -1.576  0.7085
H -11.856 -9.008 -2.176  0.6328
I -11.113 -6.595 0.232  0.0883
C -10.371 -8.375 1.400  -0.6100
H -10.328 -7.979 2.420  0.5335
H -9.462 -8.567 0.908  -0.1850

Forces on atoms 1 to 3 (eV/Å):
Zr -0.39 0.32 -0.83
C -0.28 -0.68 0.32
C -0.33 0.30 -0.94

Entry from the OMol25 dataset: a 2-piece molecular cluster, C4H8O3 overall (ωB97M-V with the def2-TZVPD basis set).

Output
total charge = 0
energy = -382.8923 Eh
relative energy (zero: lowest compared OMol25 entry of this formula, charge and spin) = 45.5 kcal/mol
HOMO-LUMO gap = 10.928 eV
structure (SMILES) = O=CCCC=O.O

Last column: Mulliken charge in e.
Geometry (Å):
O 0.704 -0.595 -1.558  -0.5034
C 0.340 -0.340 -0.442  0.0267
C -0.059 0.994 0.094  -0.4699
C -0.646 0.972 1.500  -0.5661
C 0.423 0.799 2.532  0.0388
O 0.560 1.568 3.452  -0.4540
H 0.328 -1.135 0.336  0.3094
H 0.873 1.582 0.078  0.3087
H -0.641 1.472 -0.699  0.3454
H -1.385 0.158 1.561  0.3394
H -1.290 1.832 1.666  0.2838
H 1.201 0.018 2.480  0.3330
O -0.271 -2.733 -3.477  -0.6238
H 0.086 -2.802 -4.335  0.2962
H -0.222 -1.790 -3.188  0.3357

Forces on atoms 1 to 3 (eV/Å):
O -0.24 0.37 -0.12
C 0.29 -0.81 0.66
C 0.76 0.64 -0.82